No. 1
Entry from the Open Molecules 2025 dataset: an isolated molecule of C16H16ClN3O3S2 in a non-equilibrium geometry (ωB97M-V with the def2-TZVPD basis set).

The geometry in XYZ format:
```
41
Properties=species:S:1:pos:R:3:forces:R:3
O -1.067 1.482 2.128 -0.965 -0.604 1.178
C -0.092 1.582 1.433 -0.781 -1.435 -1.686
C 0.636 2.944 1.584 -0.979 0.914 -2.295
S 2.091 2.673 2.557 1.384 0.539 -0.388
C 1.282 2.086 3.968 -0.567 -0.489 1.821
C 0.190 2.758 4.641 -0.334 0.652 -0.198
C -0.514 1.988 5.523 0.885 -1.443 -0.525
S 0.224 0.377 5.626 0.160 1.007 -0.190
C 1.518 0.840 4.536 -2.197 1.994 -0.586
N 2.324 -0.103 3.898 1.479 -1.460 1.175
O 3.358 0.281 3.336 -1.420 -0.883 0.339
O 1.980 -1.276 4.117 0.754 0.589 -1.028
N 0.212 0.496 0.529 1.360 2.340 -0.026
C -0.275 -0.937 0.653 0.297 2.694 0.110
C -1.064 -1.134 -0.603 -0.190 -1.241 -1.389
N -0.193 -1.128 -1.795 1.541 0.720 2.406
C -0.711 -1.583 -2.958 -0.179 -0.038 -2.271
C -0.907 -2.953 -3.234 -2.022 0.467 -0.472
C -1.601 -3.376 -4.452 1.231 1.827 1.514
C -1.890 -2.357 -5.381 0.717 -0.714 0.303
Cl -2.496 -2.702 -7.011 0.080 -0.086 0.837
C -1.530 -1.034 -5.118 -0.084 1.005 -0.984
C -0.976 -0.606 -3.933 0.269 0.084 -0.183
C 1.090 -0.377 -1.763 -0.080 -0.473 2.392
C 1.174 0.753 -0.600 0.047 -2.299 0.011
H 0.825 3.450 0.541 0.208 -0.992 2.091
H -0.042 3.647 2.152 0.433 -1.062 -0.899
H -0.071 3.810 4.424 0.099 -0.828 0.051
H -1.476 2.135 6.044 0.965 0.229 -0.248
H 0.555 -1.628 0.881 -0.157 0.249 -0.693
H -0.909 -0.979 1.512 -0.593 0.172 0.544
H -1.590 -2.100 -0.565 0.251 -0.010 -0.062
H -1.876 -0.403 -0.790 0.390 0.111 0.811
H -0.758 -3.574 -2.332 0.094 -0.228 -1.037
H -1.810 -4.422 -4.602 -0.110 -0.021 -0.230
H -1.648 -0.280 -5.904 -0.229 -0.451 0.150
H -0.674 0.484 -3.761 -0.663 -1.749 -0.265
H 1.485 -0.015 -2.735 -0.738 -0.186 0.529
H 1.840 -1.082 -1.333 -0.228 0.141 -0.927
H 1.242 1.743 -1.021 -0.799 0.522 0.224
H 2.144 0.517 -0.191 0.672 0.436 0.097
```
Forces are in eV/Å.

Summary:
HOMO energy: -8.042 eV
Total charge: 0
Energy relative to the best compared isomer or geometry (same formula, charge and spin): 0.0 kJ/mol
Structure (SMILES): O=C(CSc1ccsc1[N+](=O)[O-])N1CCN(c2ccc(Cl)cc2)CC1
F_max: 3.0 eV/A
Gap between HOMO and LUMO: 7.09 eV

No. 2
Entry from the Open Molecules 2025 dataset: the ion C3H9N2O with charge -1 in a non-equilibrium geometry (ωB97M-V with the def2-TZVPD basis set).

The geometry in XYZ format:
```
15
Properties=species:S:1:pos:R:3:forces:R:3
C -1.278 -0.632 -0.560 -0.942 -0.638 0.251
C 0.212 -0.785 -0.171 -1.318 2.325 1.033
C 0.420 -0.261 1.312 -0.209 -0.456 0.054
N 1.051 -0.078 -1.159 0.120 0.168 -1.562
N 0.794 1.555 -1.108 0.886 -1.938 1.816
O 2.365 -0.383 -0.943 -0.519 0.766 0.271
H -1.675 -1.552 -1.167 0.666 1.750 0.896
H -1.884 -0.588 0.455 0.809 0.121 -2.276
H -1.325 0.327 -1.177 -0.418 -1.293 0.963
H 0.545 -1.832 -0.175 -0.053 0.453 -0.159
H 0.522 0.782 1.641 0.034 0.124 -1.279
H 1.340 -0.744 1.452 1.711 -0.245 1.090
H -0.260 -0.623 2.093 -0.300 -0.640 -0.487
H 1.665 1.745 -0.579 -0.522 0.127 -0.042
H 1.035 1.905 -2.023 0.054 -0.624 -0.569
```
Forces are in eV/Å.

Summary:
HOMO energy: -1.492 eV
Total charge: -1
Energy relative to the best compared isomer or geometry (same formula, charge and spin): 362.6 kJ/mol
Structure (SMILES): CC(C)N(N)[O-]
F_max: 2.9 eV/A
Gap between HOMO and LUMO: 5.93 eV

No. 3
Entry from the Open Molecules 2025 dataset: a cluster of 2 separate species, C2H3NO3 in total in a non-equilibrium geometry (ωB97M-V with the def2-TZVPD basis set).

The geometry in XYZ format:
```
9
Properties=species:S:1:pos:R:3:forces:R:3
O -1.264 -1.129 0.864 0.632 0.539 0.059
C -0.544 -1.200 1.782 -2.413 -1.304 -0.503
O -0.049 -1.479 2.780 1.209 0.438 0.729
C 0.086 0.808 -1.224 -0.778 0.176 0.039
N 1.025 -0.064 -0.576 1.333 -0.384 2.325
O 1.117 0.025 0.653 -0.210 0.367 -2.806
H -0.705 1.159 -0.557 0.183 0.128 -0.010
H -0.328 0.249 -2.064 -0.011 0.003 0.049
H 0.662 1.629 -1.657 0.055 0.037 0.118
```
Forces are in eV/Å.

Summary:
HOMO energy: -9.695 eV
Total charge: 0
Energy relative to the best compared isomer or geometry (same formula, charge and spin): 292.4 kJ/mol
Structure (SMILES): O=C=O.CN=O
F_max: 2.8 eV/A
Gap between HOMO and LUMO: 9.05 eV

No. 4
Entry from the Open Molecules 2025 dataset: a cluster of 3 separate species, C4H9NOS in total in a non-equilibrium geometry (ωB97M-V with the def2-TZVPD basis set).

The geometry in XYZ format:
```
16
Properties=species:S:1:pos:R:3:forces:R:3
O -0.922 -1.825 1.450 1.416 2.838 0.331
C -0.596 -0.627 1.536 -3.717 -1.546 -0.595
C 0.564 -0.029 2.087 3.335 1.350 -2.006
C 0.054 -1.847 -1.850 -3.415 1.811 2.157
C -0.440 -0.562 -1.697 3.096 -1.736 -3.952
S -0.434 2.969 -0.763 0.740 -1.033 -0.260
N 0.764 1.270 1.808 1.337 -0.865 4.796
H -1.290 0.240 1.337 -0.194 -1.002 -0.529
H 1.469 -0.624 2.187 -0.089 -0.261 1.732
H 0.489 -2.084 -2.776 0.996 -0.346 -0.823
H -0.332 -2.700 -1.210 0.866 1.166 -0.589
H -1.086 -0.140 -0.991 -0.688 0.237 1.076
H -0.106 0.144 -2.578 -0.832 -1.184 2.041
H -0.143 2.296 -1.935 -0.205 0.555 0.904
H 1.377 1.844 2.504 -0.743 -1.634 -2.322
H 0.632 1.675 0.891 -1.904 1.650 -1.960
```
Forces are in eV/Å.

Summary:
HOMO energy: -7.809 eV
Total charge: 0
Energy relative to the best compared isomer or geometry (same formula, charge and spin): 669.5 kJ/mol
F_max: 5.3 eV/A
Gap between HOMO and LUMO: 4.05 eV

No. 5
Entry from the Open Molecules 2025 dataset: the ion C4H9N4O with charge +1 in a non-equilibrium geometry (ωB97M-V with the def2-TZVPD basis set).

The geometry in XYZ format:
```
18
Properties=species:S:1:pos:R:3:forces:R:3
C 0.672 2.406 -0.041 -2.912 -0.518 -1.792
N 1.024 1.016 -0.019 -1.548 -0.267 0.521
N 2.261 0.729 0.054 2.084 -2.337 0.324
N 2.389 -0.646 0.097 0.475 1.952 -0.889
C 1.223 -1.178 -0.090 -3.537 4.867 1.519
O 0.904 -2.448 0.007 -0.477 -1.055 -0.339
C 0.197 -0.015 -0.028 2.687 -3.861 -0.040
C -1.259 0.063 -0.136 -2.201 1.295 0.125
N -1.852 -1.272 0.203 3.252 -0.444 3.294
H 0.714 2.686 -1.089 -0.281 0.306 -0.263
H -0.401 2.611 0.325 2.154 -0.189 -0.003
H 1.521 2.800 0.367 1.473 2.084 1.811
H 1.724 -2.936 -0.085 0.363 -0.698 0.049
H -1.872 0.728 0.565 1.498 -0.189 -0.922
H -1.491 0.359 -1.177 -0.634 -0.487 0.454
H -1.727 -1.491 1.277 -0.216 0.717 -2.390
H -1.249 -1.948 -0.227 0.304 -1.145 -0.543
H -2.779 -1.463 -0.003 -2.484 -0.031 -0.917
```
Forces are in eV/Å.

Summary:
HOMO energy: -12.650 eV
Total charge: +1
Energy relative to the best compared isomer or geometry (same formula, charge and spin): 302.7 kJ/mol
Structure (SMILES): Cn1nnc(O)c1C[NH3+]
F_max: 6.2 eV/A
Gap between HOMO and LUMO: 8.74 eV

No. 6
Entry from the Open Molecules 2025 dataset: a structure of composition C16H16Cl3F5OW in a non-equilibrium geometry (ωB97M-V with the def2-TZVPD basis set).

The geometry in XYZ format:
```
42
Properties=species:S:1:pos:R:3:forces:R:3
C -0.785 0.891 -1.926 0.946 -0.669 -0.452
C -0.950 -0.516 -2.210 0.825 0.339 -0.995
C 0.329 -1.140 -2.092 -0.324 1.167 -0.410
C -2.168 -1.151 -2.782 -0.222 -0.574 0.569
C 1.291 -0.130 -1.713 -0.546 0.220 -0.563
C 0.618 1.125 -1.666 -0.583 -0.939 -0.635
C 1.254 2.468 -1.586 -0.079 0.171 0.375
C -1.832 1.937 -2.077 -0.096 0.094 0.179
C 0.651 -2.528 -2.518 -0.057 -0.441 0.284
C 2.763 -0.335 -1.643 0.132 -0.143 0.415
W -0.380 -0.302 -0.007 1.770 3.437 3.060
Cl -2.157 -3.237 -0.099 -0.936 -1.167 -0.541
Cl -2.659 -0.185 0.386 -1.041 0.459 0.470
Cl 0.532 -2.337 0.591 1.175 -1.275 0.092
H -3.030 -0.499 -2.636 -0.024 -0.132 -0.072
H -2.353 -2.098 -2.237 -0.116 0.358 -0.192
H -2.039 -1.372 -3.845 0.045 0.128 -0.091
H -0.144 -3.200 -2.177 0.136 -0.040 0.074
H 1.599 -2.845 -2.075 -0.185 -0.086 -0.018
H 0.739 -2.625 -3.613 -0.069 0.295 0.192
H 3.004 -1.271 -1.126 -0.040 0.157 -0.008
H 3.226 0.485 -1.092 0.099 -0.096 -0.007
H 3.203 -0.376 -2.641 0.065 0.008 -0.124
H 2.197 2.431 -1.041 -0.015 0.042 0.043
H 0.592 3.170 -1.073 0.127 -0.137 0.021
H 1.459 2.850 -2.594 -0.020 -0.117 -0.021
H -2.805 1.530 -1.788 0.116 0.175 0.038
H -1.891 2.289 -3.116 0.028 -0.014 0.047
H -1.593 2.784 -1.428 -0.178 -0.074 -0.011
O -0.203 1.821 0.798 0.002 -0.815 -0.574
H 0.562 1.871 1.400 -0.663 -0.315 -0.436
F 2.574 -0.324 1.860 -0.063 -0.173 0.237
C 1.570 -0.390 2.777 -0.710 -0.075 1.226
C 0.237 -0.239 2.379 -0.293 0.140 -0.655
C -0.681 -0.111 3.417 1.231 -0.103 0.966
F -1.963 0.252 3.239 0.238 -0.287 -0.041
C -0.305 -0.278 4.776 -0.526 0.220 -1.348
F -1.249 -0.133 5.716 -0.250 -0.054 0.641
C 0.996 -0.543 5.142 0.032 0.080 -0.931
F 1.338 -0.705 6.440 0.078 0.019 -0.050
C 1.950 -0.581 4.123 -0.656 0.320 -0.880
F 3.236 -0.750 4.465 0.647 -0.100 0.131
```
Forces are in eV/Å.

Summary:
<S²>: 2.016
HOMO energy (alpha / beta): -0.179 / -0.897 eV
Total charge: -2
F_max: 4.9 eV/A
Gap between HOMO and LUMO (alpha / beta): 5.23 / 5.94 eV
2S+1: 3